The following is a DFT calculation (ωB97M-V/def2-TZVPD) of a structure of composition C23H20Cl2EuN4O2 at a distorted geometry.

Geometry as XYZ:
```
52
Properties=species:S:1:pos:R:3
Eu -0.097 0.335 0.376
O 0.119 -1.505 1.290
C -0.685 -2.487 1.590
C -0.181 -3.808 1.628
C -0.981 -4.885 1.920
C -2.331 -4.706 2.234
C -2.853 -3.438 2.248
C -2.073 -2.314 1.913
C -2.723 -1.042 1.919
N -2.248 0.030 1.387
C -3.030 1.251 1.467
C -2.156 2.361 2.068
N -0.899 2.444 1.332
C -0.295 3.591 1.340
C 0.945 3.902 0.720
C 1.373 5.245 0.778
C 2.545 5.652 0.201
C 3.345 4.714 -0.459
C 2.970 3.398 -0.527
C 1.766 2.936 0.053
O 1.439 1.683 -0.033
H 0.875 -3.933 1.431
H -0.556 -5.877 1.910
H -2.948 -5.557 2.474
H -3.893 -3.284 2.498
H -3.710 -1.017 2.396
H -3.939 1.123 2.071
H -3.327 1.540 0.447
H -1.943 2.107 3.116
H -2.700 3.314 2.040
H -0.767 4.429 1.863
H 0.738 5.956 1.287
H 2.855 6.683 0.260
H 4.269 5.032 -0.916
H 3.591 2.669 -1.028
Cl -3.915 -2.735 -0.902
C -2.292 -2.626 -1.573
Cl -1.741 -0.924 -1.552
H -2.304 -2.961 -2.610
H -1.610 -3.210 -0.954
N 4.375 -2.406 -5.503
C 3.753 -1.980 -4.643
C 2.955 -1.459 -3.590
C 3.190 -1.815 -2.260
C 2.329 -1.334 -1.287
N 1.283 -0.545 -1.560
C 1.106 -0.158 -2.830
C 1.901 -0.588 -3.875
H 4.019 -2.459 -2.006
H 2.469 -1.594 -0.238
H 0.281 0.524 -3.020
H 1.708 -0.269 -4.889
```

Relative energy (zero: lowest compared OMol25 entry of this formula, charge and spin): 568.09 kJ/mol
HOMO-LUMO gap (alpha / beta): 0.1003 / 0.1626 Eh
HOMO energy (alpha / beta): -3.73 / -7.35 eV
<S²>: 15.794
LUMO energy (alpha / beta): -1.0 / -2.9 eV
Multiplicity: 8


The following is a DFT calculation (ωB97M-V/def2-TZVPD) of the molecule C4H4ClOPS at a distorted geometry.

Geometry as XYZ:
```
12
Properties=species:S:1:pos:R:3
C -0.802 0.357 -0.066
C 0.436 1.125 -0.093
C -0.883 -0.989 -0.164
C 1.578 0.500 -0.002
O 3.277 -0.641 1.494
P 3.205 0.608 0.583
S 0.420 -2.133 -0.269
Cl 4.022 -0.224 -1.042
H -1.785 0.839 -0.028
H 0.255 2.211 0.047
H -1.873 -1.434 -0.236
H 2.864 -1.440 1.039
```

Relative energy (zero: lowest compared OMol25 entry of this formula, charge and spin): 249.56 kJ/mol
HOMO-LUMO gap (alpha / beta): 0.2442 / 0.2283 Eh
HOMO energy (alpha / beta): -8.43 / -8.39 eV
SMILES: OP(Cl)#C/C=C\C=S
LUMO energy (alpha / beta): -1.8 / -2.2 eV
Multiplicity: 1


The following is a DFT calculation (ωB97M-V/def2-TZVPD) of a structure of composition C15H15O6ReS5.

Geometry as XYZ:
```
42
Properties=species:S:1:pos:R:3
Re 1.180 -0.926 -0.732
O 2.401 -0.676 1.006
S 2.945 -1.997 0.481
O 3.946 -2.684 1.179
O 1.574 -2.707 0.260
O 3.163 -1.606 -0.990
O -0.140 0.371 -0.760
C -0.367 1.383 0.297
C -0.935 0.634 1.473
C -0.274 0.087 2.536
C -1.110 -0.741 3.338
C -2.372 -0.827 2.844
S -2.584 0.139 1.453
C -1.331 2.382 -0.291
C -2.192 3.193 0.380
C -2.858 4.116 -0.479
C -2.473 3.986 -1.772
S -1.319 2.742 -1.969
C 0.997 1.982 0.590
C 1.475 2.564 1.711
C 2.854 2.949 1.597
C 3.390 2.645 0.393
S 2.210 1.962 -0.647
H 0.778 0.242 2.728
H -0.778 -1.252 4.230
H -3.207 -1.375 3.252
H -2.341 3.146 1.451
H -3.589 4.837 -0.143
H -2.824 4.538 -2.630
H 0.882 2.712 2.603
H 3.412 3.430 2.388
H 4.389 2.832 0.035
C 0.714 -4.470 -2.392
S -0.487 -3.363 -1.711
C -1.808 -3.541 -2.864
O 0.061 -1.932 -2.100
H 0.903 -4.181 -3.425
H 0.300 -5.477 -2.327
H 1.610 -4.398 -1.781
H -2.246 -4.526 -2.708
H -1.416 -3.428 -3.874
H -2.534 -2.764 -2.631
```

HOMO-LUMO gap (alpha / beta): 0.2625 / 0.2240 Eh
HOMO energy (alpha / beta): -11.34 / -11.35 eV
Total charge: +1
<S²>: 3.767
LUMO energy (alpha / beta): -4.2 / -5.3 eV
Multiplicity: 4


The following is a DFT calculation (ωB97M-V/def2-TZVPD) of a cluster of 11 separate species, C20H62O11 in total at a distorted geometry.

Geometry as XYZ:
```
93
Properties=species:S:1:pos:R:3
C 10.369 18.240 10.302
C 9.482 17.079 10.691
O 8.165 17.544 10.584
H 11.429 18.025 10.169
H 10.268 19.031 11.046
H 10.007 18.738 9.403
H 9.781 16.723 11.677
H 9.593 16.239 10.005
H 8.000 17.731 9.657
C 8.176 12.988 6.532
C 8.705 11.599 6.102
O 7.752 10.569 6.360
H 8.979 13.723 6.482
H 7.739 13.022 7.530
H 7.361 13.398 5.936
H 9.556 11.342 6.733
H 8.930 11.572 5.036
H 6.958 10.830 5.887
C 13.365 13.395 6.404
C 12.573 13.052 7.635
O 11.223 13.314 7.353
H 14.267 12.783 6.381
H 13.607 14.458 6.383
H 12.887 13.178 5.449
H 12.879 13.660 8.486
H 12.662 11.985 7.842
H 11.127 14.264 7.245
C 6.360 14.380 11.466
C 6.101 15.297 12.588
O 7.280 16.039 12.868
H 7.279 13.836 11.685
H 6.578 14.895 10.530
H 5.544 13.715 11.181
H 5.669 14.816 13.466
H 5.348 16.059 12.389
H 7.533 16.608 12.136
C 7.359 7.023 11.629
C 6.990 8.520 11.726
O 6.253 8.908 10.622
H 6.509 6.344 11.574
H 7.774 6.744 12.598
H 8.162 6.825 10.919
H 7.864 9.137 11.937
H 6.462 8.713 12.659
H 6.819 9.513 10.138
C 14.971 10.728 10.537
C 14.796 11.869 11.567
O 16.044 12.088 12.141
H 15.159 9.733 10.939
H 15.833 11.010 9.933
H 14.089 10.561 9.918
H 13.948 11.732 12.237
H 14.522 12.714 10.937
H 15.951 12.737 12.842
C 10.425 8.339 13.563
C 10.927 9.850 13.928
O 9.958 10.854 13.682
H 10.472 8.166 12.488
H 9.368 8.090 13.652
H 10.998 7.593 14.114
H 11.826 10.113 13.371
H 11.218 9.868 14.978
H 9.820 11.026 12.748
C 11.270 16.855 14.070
C 12.433 15.969 13.617
O 13.546 16.907 13.682
H 10.374 16.260 14.250
H 11.088 17.724 13.439
H 11.427 17.144 15.108
H 12.323 15.641 12.583
H 12.621 15.146 14.306
H 13.465 17.637 13.063
C 12.143 8.154 8.468
C 10.892 8.995 8.308
O 9.747 8.222 8.448
H 12.124 7.320 7.766
H 12.219 7.909 9.528
H 12.944 8.826 8.158
H 10.902 9.623 7.418
H 10.910 9.763 9.081
H 9.679 7.573 7.743
C 10.900 13.370 11.456
C 9.863 12.705 10.536
O 9.224 11.714 11.337
H 10.565 13.608 12.466
H 11.220 14.306 10.996
H 11.799 12.756 11.485
H 10.375 12.401 9.624
H 9.106 13.391 10.156
H 8.722 11.213 10.691
O 8.285 10.468 9.044
H 8.767 9.650 8.927
H 8.090 10.761 8.154
```

Relative energy (zero: lowest compared OMol25 entry of this formula, charge and spin): 87.57 kJ/mol
HOMO-LUMO gap: 0.3407 Eh
HOMO energy: -9.31 eV
SMILES: CCO.CCO.CCO.CCO.CCO.CCO.CCO.CCO.CCO.CCO.O
LUMO energy: 0.0 eV
Multiplicity: 1


no.,E_tot (hartree),M (g mol⁻¹)
1,-2888.4963,607.3
2,-1429.7002,166.6
3,-3100.9376,637.8
4,-1626.6744,478.7